1 | This record from the OMol25 dataset describes 2 unconnected molecules or ions with the total composition CH5BO2. The level of theory is ωB97M-V with the def2-TZVPD basis set.

## Properties
- frontier orbital gap (Eh) = 0.3472
- LUMO level (eV) = 0.17

ORCA input file:
```
! RIJCOSX wB97M-V def2-TZVPD def2/J DEFGRID3
* xyz 0 1
B 0.27684 0.33788 -0.04305
C -1.25637 -0.22487 -0.08264
O 2.03838 -1.11600 -0.38318
O 0.69608 1.47785 0.26569
H -1.81059 0.57498 -0.47442
H -1.76380 -0.46911 0.81228
H -1.52453 -0.96599 -0.85081
H 1.72088 -1.25350 0.48418
H 1.62310 1.63875 0.27195
*
```

2 | This record from the OMol25 dataset describes a single CH5BO2 molecule. The level of theory is ωB97M-V with the def2-TZVPD basis set.

## Properties
- SMILES = CB(O)O
- frontier orbital gap (Eh) = 0.4381
- LUMO level (eV) = 0.33

ORCA input file:
```
! RIJCOSX wB97M-V def2-TZVPD def2/J DEFGRID3
* xyz 0 1
B 0.35109 -0.04287 0.14511
C -1.23294 -0.04778 0.02618
O 0.98241 1.13127 0.37788
O 1.03392 -1.20751 -0.20195
H -1.86239 0.09276 0.92012
H -1.67903 -0.92693 -0.22774
H -1.40757 0.71061 -0.64664
H 1.84239 1.39375 0.04124
H 1.97212 -1.10331 -0.43420
*
```

2 (0.1413 hartree below the next structure)

1 | This record from the OMol25 dataset describes a gas-phase ion, C5H9N2O2S (charge +1). The level of theory is ωB97M-V with the def2-TZVPD basis set.

## Properties
- SMILES = CN(C)CC=[N+]=C=S(=O)=O
- frontier orbital gap (alpha / beta) (Eh) = 0.2651 / 0.2647
- LUMO level (alpha / beta) (eV) = -6.67 / -6.68

ORCA input file:
```
! RIJCOSX wB97M-V def2-TZVPD def2/J DEFGRID3
* xyz 1 1
C -0.02559 -2.13022 0.46831
C 1.37043 -0.61678 -0.49181
C -1.17666 -1.08318 0.26735
C -0.36297 1.13426 0.91318
C -1.05544 0.80269 -1.35933
N 1.09274 -1.72002 0.06455
N -0.64299 0.18614 -0.15662
O 2.25339 1.68226 0.16413
O 4.03764 -0.09286 -0.13168
S 2.68190 0.35098 0.15612
H -0.33900 -3.16469 0.66995
H -1.80824 -1.36429 -0.53506
H -1.59053 -1.16658 1.23730
H -1.30878 1.44741 1.52441
H 0.20739 0.44229 1.53742
H 0.14785 2.07904 0.66955
H -2.03032 1.41445 -1.12535
H -0.21181 1.63973 -1.64629
H -1.23899 0.15936 -2.22612
*
```

2 | This record from the OMol25 dataset describes 2 unconnected molecules or ions with the total composition C5H9N2O2S. The level of theory is ωB97M-V with the def2-TZVPD basis set.

## Properties
- frontier orbital gap (alpha / beta) (Eh) = 0.3196 / 0.3196
- LUMO level (alpha / beta) (eV) = -4.49 / -4.49

ORCA input file:
```
! RIJCOSX wB97M-V def2-TZVPD def2/J DEFGRID3
* xyz 1 1
C -3.38566 -1.14622 -0.05309
C -0.94124 -0.09420 -0.19560
C 1.04900 -1.55209 -0.51744
C 1.46771 -0.19034 -0.77268
C 0.35360 2.44375 -0.25422
N -4.05390 -0.07334 -0.12378
N 0.27038 -0.54787 -0.27274
O -4.05923 1.16785 -0.20723
O -3.12167 -2.13451 0.69815
S -1.19698 1.48737 -0.07210
H -1.96998 -0.85849 -0.40914
H 0.64828 -2.24692 -1.33006
H 1.35776 -2.16557 0.37948
H 2.20144 0.16257 0.02133
H 1.57796 0.33995 -1.67109
H 0.41033 3.37651 0.29901
H 0.36492 2.62408 -1.33485
H 1.19644 1.76867 0.05473
H -3.58631 -3.03487 0.73281
*
```

1 (0.0939 hartree below the next structure)

1 | This record from the OMol25 dataset describes a single C6H12OSi molecule. The level of theory is ωB97M-V with the def2-TZVPD basis set.

## Properties
- SMILES = O=C[SiH]1CCCCC1
- frontier orbital gap (Eh) = 0.3516
- LUMO level (eV) = 0.89

ORCA input file:
```
! RIJCOSX wB97M-V def2-TZVPD def2/J DEFGRID3
* xyz 0 1
C 3.42988 0.12127 -0.50877
C -1.48263 -0.17856 -0.21873
C -0.99514 1.17476 0.29501
C -0.78297 -1.37452 0.42459
C 0.44932 1.49209 -0.09808
C 0.68861 -1.47136 0.02626
O 4.49055 -0.02769 0.02893
Si 1.59759 0.11967 0.53963
H 3.37001 0.25519 -1.60719
H -2.55327 -0.25332 -0.01398
H -1.35045 -0.22583 -1.30059
H -1.65499 1.95260 -0.09926
H -1.08443 1.19398 1.38425
H -0.86558 -1.29533 1.51105
H -1.30329 -2.28832 0.12484
H 0.50988 1.57170 -1.18574
H 0.71876 2.47056 0.30107
H 1.13213 -2.36402 0.47029
H 0.74706 -1.60164 -1.05886
H 1.86733 0.19640 1.97392
*
```

2 | This record from the OMol25 dataset describes a single C6H12OSi molecule. The level of theory is ωB97M-V with the def2-TZVPD basis set.

## Properties
- SMILES = C[SiH](C)C1=CCCO1
- frontier orbital gap (Eh) = 0.3540
- LUMO level (eV) = 0.98

ORCA input file:
```
! RIJCOSX wB97M-V def2-TZVPD def2/J DEFGRID3
* xyz 0 1
C -1.50214 -0.49880 -1.28076
C -0.52466 -0.36099 -0.35106
C -2.80271 0.08062 -0.73752
C -2.47288 0.22573 0.68578
C 1.81932 1.24679 -1.16437
C 1.91553 -0.23187 1.48898
O -1.10461 0.60760 0.66398
Si 1.36527 -0.38027 -0.29378
H -1.54662 -1.01290 -2.20132
H -2.99854 1.07936 -1.10211
H -3.73573 -0.46316 -0.94284
H -3.03096 1.05402 1.09207
H -2.55947 -0.75846 1.21375
H 1.49152 1.99942 -0.35872
H 2.81308 1.35291 -1.47109
H 1.11463 1.41735 -1.96495
H 1.01760 -0.00398 2.19706
H 2.51556 -1.06381 1.69919
H 2.51666 0.70987 1.66830
H 1.71819 -1.46655 -1.04390
*
```

3 | This record from the OMol25 dataset describes a molecular structure, C6H12OSi. The level of theory is ωB97M-V with the def2-TZVPD basis set.

## Properties
- frontier orbital gap (Eh) = 0.3696
- LUMO level (eV) = 0.33

ORCA input file:
```
! RIJCOSX wB97M-V def2-TZVPD def2/J DEFGRID3
* xyz 0 1
C -2.92343 -0.19841 0.84352
C -2.02009 0.54808 0.34882
C -3.12476 0.55339 -0.59223
C 0.98340 -0.04073 -1.79286
C 0.87535 -1.57056 0.98288
C 2.40577 1.15748 0.65050
O -0.24642 1.11898 0.62839
Si 0.99447 0.13723 0.12309
H -3.34128 -1.05830 1.41599
H -3.17187 0.01473 -1.54370
H -3.88604 1.36145 -0.50765
H 0.27099 -0.82065 -2.11051
H 0.57408 0.83357 -2.12092
H 1.91454 -0.28530 -2.26572
H 1.46754 -2.45232 0.70014
H 1.28801 -1.43558 2.01146
H -0.07634 -2.08950 0.91770
H 2.23382 1.22325 1.70779
H 3.40288 0.84705 0.32770
H 2.37938 2.15613 0.27561
*
```

1 (0.0434 hartree below the next structure)

1 | This record from the OMol25 dataset describes 2 unconnected molecules or ions with the total composition C2H3ClS. The level of theory is ωB97M-V with the def2-TZVPD basis set.

## Properties
- SMILES = C#CCl.S
- frontier orbital gap (Eh) = 0.3848
- LUMO level (eV) = 0.76

ORCA input file:
```
! RIJCOSX wB97M-V def2-TZVPD def2/J DEFGRID3
* xyz 0 1
C -2.61105 -0.20610 0.38420
C -1.72389 -0.57906 1.06185
S 1.19980 1.54202 -0.07586
Cl -4.00580 0.35645 -0.24438
H -0.87150 -1.10167 1.38925
H 1.60886 2.48150 -0.94010
H 0.51200 2.44186 0.58849
*
```

2 | This record from the OMol25 dataset describes a single C2H3ClS molecule. The level of theory is ωB97M-V with the def2-TZVPD basis set.

## Properties
- SMILES = Cl[C@@H]1CS1
- frontier orbital gap (alpha / beta) (Eh) = 0.3288 / 0.3288
- LUMO level (alpha / beta) (eV) = -0.32 / -0.32

ORCA input file:
```
! RIJCOSX wB97M-V def2-TZVPD def2/J DEFGRID3
* xyz 0 1
C -0.83627 -0.21468 -0.01522
C 0.63685 0.14374 -0.16955
S 0.75056 -1.05788 1.28742
Cl 0.95419 1.82427 0.12263
H -1.48413 0.25391 0.65148
H -1.28524 -0.92232 -0.77463
H 1.26404 -0.02703 -1.10214
*
```

3 | This record from the OMol25 dataset describes a single C2H3ClS molecule. The level of theory is ωB97M-V with the def2-TZVPD basis set.

## Properties
- SMILES = Cl[C@@H]1CS1
- frontier orbital gap (Eh) = 0.3671
- LUMO level (eV) = 0.73

ORCA input file:
```
! RIJCOSX wB97M-V def2-TZVPD def2/J DEFGRID3
* xyz 0 1
C -0.72354 0.06033 0.35820
C 0.45552 0.05182 -0.49332
S 0.07981 -1.65313 0.02418
Cl 2.04732 0.65309 0.05940
H -0.42192 0.22751 1.47513
H -1.70297 0.39888 0.02813
H 0.26578 0.26150 -1.45172
*
```

3 (0.0254 hartree below the next structure)